9
Properties=species:S:1:pos:R:3 method="wB97M-V/def2-TZVPD" energy_ev=-20795.5424 e_above_lowest_kcal_mol=69.9 total_charge=-1 mol_weight_g_mol=117.5 fmax_ha_per_bohr=0.088 gap_ev=6.8
H 0.91 0.17 0.38
O -0.81 1.79 1.67
C 0.11 0.70 -1.51
H -0.49 -0.67 -0.06
Cl -1.90 3.65 -0.82
C -0.75 1.47 0.45
C -1.36 2.04 -0.68
C 0.01 0.21 -0.14
O 0.68 0.50 -2.57